(1)
2 unconnected molecules or ions with the total composition C2H5ISi. Source: the Open Molecules 2025 dataset; level of theory: wB97M-V/def2-TZVPD.

Total charge: 0
Multiplicity: 1
E (eV): -18131.4971
HOMO (eV): -8.817
ΔE to the lowest compared entry with this formula, charge and spin (kcal/mol): 32.5
LUMO energy (eV): -1.28

Last column: Mulliken charge in e.
Positions of all 9 atoms, in Å:
C -1.315 -0.144 0.251  -0.456
C -1.814 -1.062 -0.549  -0.454
Si 2.409 1.568 -0.169  0.125
I 4.049 -0.297 0.081  -0.078
H -1.241 0.894 -0.035  0.244
H -0.981 -0.400 1.245  0.220
H -1.895 -2.090 -0.235  0.220
H -2.156 -0.840 -1.547  0.227
H 2.944 2.370 0.958  -0.048

Forces on the atoms, in the same order (eV/Å):
0.04 0.18 0.22
-0.06 -0.21 -0.17
-0.10 -0.54 -0.51
-0.22 0.32 0.03
0.03 0.13 -0.10
0.06 -0.01 0.15
0.00 -0.19 0.05
-0.06 0.11 -0.14
0.31 0.21 0.48

---

(2)
A molecular structure, C22H32BrCl3HgN7O4 at a distorted geometry. Source: the Open Molecules 2025 dataset; level of theory: wB97M-V/def2-TZVPD.

Total charge: 0
Multiplicity: 2
E (eV): -153739.1230
HOMO (alpha / beta) (eV): -7.100 / -6.636
ΔE to the lowest compared entry with this formula, charge and spin (kcal/mol): 28.3
LUMO energy (alpha / beta) (eV): 0.15 / -2.14

Last column: Mulliken charge in e.
Positions of all 70 atoms, in Å:
Hg -0.072 -0.241 0.972  0.792
N 1.669 -2.753 1.243  -0.399
C 3.108 -2.599 1.380  0.472
C 3.864 -3.324 0.259  -1.213
C 3.441 -2.957 -1.172  0.164
C 4.302 -1.882 -1.855  -1.293
N 4.142 -0.565 -1.280  -0.148
C 3.106 0.238 -1.479  0.498
N 2.307 0.121 -2.548  -0.303
N 2.951 1.307 -0.693  -0.405
C 3.547 -1.090 1.440  0.012
O 4.764 -0.894 1.274  -0.808
O 2.693 -0.205 1.589  -0.675
H 1.223 -2.674 2.152  0.246
H 1.436 -3.666 0.866  0.172
H 3.469 -3.017 2.335  0.288
H 3.707 -4.397 0.398  0.468
H 4.925 -3.117 0.406  0.393
H 2.400 -2.630 -1.174  -0.114
H 3.515 -3.854 -1.792  0.383
H 4.073 -1.863 -2.927  0.363
H 5.361 -2.131 -1.754  0.413
H 4.613 -0.478 -0.359  0.412
H 2.373 -0.686 -3.139  0.274
H 1.443 0.658 -2.518  0.436
H 3.219 1.190 0.284  0.366
H 2.087 1.818 -0.836  0.297
Cl -3.060 -1.811 7.728  -0.237
C -2.653 -0.962 6.285  0.558
C -1.342 -0.964 5.829  -0.828
C -1.027 -0.259 4.689  0.720
Cl 0.592 -0.255 4.102  -0.144
C -1.999 0.439 3.891  -0.495
O -1.712 1.058 2.839  -0.646
C -3.330 0.365 4.422  0.488
Cl -4.565 1.196 3.559  -0.211
C -3.648 -0.284 5.592  -0.773
H -0.576 -1.500 6.368  0.425
H -4.664 -0.275 5.955  0.431
Br -4.595 -1.421 -3.773  -0.145
C -3.606 -1.841 -2.193  0.161
C -4.055 -1.409 -0.957  -0.370
C -3.255 -1.676 0.143  -0.331
N -2.103 -2.320 0.058  -0.327
C -1.714 -2.767 -1.124  -0.229
C -2.424 -2.556 -2.295  -0.404
H -4.988 -0.879 -0.860  0.444
H -3.530 -1.341 1.133  0.410
H -0.775 -3.302 -1.131  0.335
H -2.066 -2.929 -3.241  0.440
C -0.894 5.089 -1.293  -1.217
N -0.507 3.726 -1.003  0.270
C 0.159 3.557 0.276  -1.016
C -0.572 2.652 -1.832  0.479
O 0.197 1.692 -1.644  -0.913
N -1.445 2.611 -2.879  0.126
C -1.563 1.363 -3.610  -0.920
C -2.570 3.505 -3.075  -1.189
H -0.400 5.736 -0.571  0.451
H -1.968 5.255 -1.201  0.316
H -0.557 5.390 -2.284  0.397
H -0.469 3.970 1.065  0.541
H 1.136 4.051 0.291  0.331
H 0.295 2.497 0.487  -0.055
H -0.855 0.637 -3.214  0.209
H -1.367 1.521 -4.672  0.264
H -2.570 0.959 -3.494  0.408
H -2.247 4.514 -3.322  0.345
H -3.221 3.530 -2.198  0.348
H -3.151 3.129 -3.915  0.465

Forces on the atoms, in the same order (eV/Å):
0.02 0.06 0.57
-0.41 0.01 0.01
0.59 0.58 0.22
-0.19 0.04 0.15
0.27 0.07 -0.05
-0.33 -0.32 -0.07
-0.01 0.07 0.22
0.60 0.32 -0.35
-0.13 -0.18 0.01
-0.19 0.23 0.09
-0.26 -1.09 -0.02
0.93 0.13 0.07
-0.95 0.44 0.20
-0.05 0.03 -0.12
0.01 0.02 0.16
-0.01 0.01 -0.21
0.04 -0.02 0.01
-0.03 -0.12 -0.02
-0.10 -0.03 -0.09
-0.09 -0.01 -0.07
0.13 0.07 0.07
-0.07 -0.03 -0.09
-0.06 0.17 -0.09
-0.01 0.03 0.04
-0.05 -0.08 -0.06
0.01 -0.18 0.02
-0.02 -0.08 -0.01
-0.07 -0.20 0.34
0.19 0.17 -0.34
-0.22 0.00 0.14
-0.36 0.14 -0.26
0.15 -0.05 -0.10
-0.09 -0.73 1.03
0.53 0.37 -1.31
0.43 0.00 -0.01
-0.28 0.13 -0.22
0.13 -0.09 -0.03
0.06 -0.02 0.05
-0.07 -0.01 0.04
0.17 -0.13 0.34
-0.10 0.06 -0.20
-0.02 -0.01 -0.22
-0.12 0.12 -0.04
0.25 -0.21 0.41
0.06 0.01 -0.15
-0.11 0.07 -0.03
-0.08 0.10 0.06
-0.15 0.13 0.07
0.12 -0.07 -0.13
0.02 0.00 -0.08
-0.19 0.15 -0.22
-0.19 -0.02 0.23
0.16 -0.33 0.26
0.21 0.06 -0.26
0.08 -0.20 0.17
0.01 0.03 0.01
0.23 -0.30 -0.08
-0.09 0.22 0.11
0.05 -0.02 -0.02
0.03 0.08 -0.01
-0.05 0.04 -0.03
0.05 0.05 0.00
-0.03 0.02 0.00
-0.03 0.19 0.03
-0.12 0.09 -0.11
-0.03 -0.01 -0.04
-0.03 -0.03 -0.01
-0.14 -0.02 -0.02
-0.03 0.05 0.00
0.02 0.03 0.04

---

(3)
2 unconnected molecules or ions with the total composition C2H8NOS at a distorted geometry. Source: the Open Molecules 2025 dataset; level of theory: wB97M-V/def2-TZVPD.

Total charge: -1
Multiplicity: 1
E (eV): -16577.8138
HOMO (eV): -2.810
ΔE to the lowest compared entry with this formula, charge and spin (kcal/mol): 0.3
LUMO energy (eV): 4.25

Last column: Mulliken charge in e.
Positions of all 13 atoms, in Å:
C -1.434 -1.109 0.113  -0.545
C -0.381 -0.056 0.480  -0.584
S 1.275 -0.312 -0.237  -0.719
N -1.745 -1.085 -1.336  -0.692
H -0.996 -2.087 0.318  0.272
H -2.350 -0.995 0.697  0.345
H -0.754 0.941 0.228  0.246
H -0.263 -0.086 1.575  0.227
H -2.067 -0.172 -1.612  0.232
H -0.810 -1.154 -1.755  0.284
H 2.936 1.385 0.876  0.284
H 3.170 2.490 -0.119  0.319
O 3.419 2.238 0.774  -0.668

Forces on the atoms, in the same order (eV/Å):
0.53 0.43 -0.85
0.06 -0.13 0.96
-0.03 -0.04 -0.23
0.47 -0.76 0.23
-0.15 -0.07 0.11
-0.07 0.07 0.00
-0.13 0.05 -0.05
-0.13 0.13 -0.12
-0.14 0.44 0.13
-0.27 0.00 -0.10
0.05 0.39 -0.23
-0.11 -0.06 -0.09
-0.09 -0.44 0.25

---

(4)
2 unconnected molecules or ions with the total composition C4H14NS2 at a distorted geometry. Source: the Open Molecules 2025 dataset; level of theory: wB97M-V/def2-TZVPD.

Total charge: 0
Multiplicity: 2
E (eV): -27532.1669
HOMO (alpha / beta) (eV): -3.225 / -8.194
ΔE to the lowest compared entry with this formula, charge and spin (kcal/mol): 18.5
LUMO energy (alpha / beta) (eV): 0.26 / 0.35

Last column: Mulliken charge in e.
Positions of all 21 atoms, in Å:
C -1.457 2.968 2.362  -1.214
C -0.551 2.396 1.287  -0.442
N -0.430 0.849 1.483  -1.656
H -1.594 4.070 2.247  0.346
H -2.442 2.460 2.429  0.422
H -0.952 2.821 3.310  0.438
H -1.009 2.527 0.284  0.286
H 0.461 2.800 1.303  0.364
H -0.178 0.631 2.480  0.928
H 0.274 0.431 0.856  0.135
H -1.289 0.351 1.266  0.657
C -0.050 -3.205 0.455  -1.262
C 0.786 -2.282 -0.376  -0.624
S -0.239 -0.952 -1.083  -0.147
S 1.167 0.459 -1.799  -0.332
H -0.753 -3.714 -0.238  0.321
H -0.568 -2.680 1.258  0.415
H 0.661 -3.957 0.841  0.337
H 1.265 -2.740 -1.230  0.448
H 1.569 -1.842 0.263  0.490
H 0.361 1.524 -1.710  0.090

Forces on the atoms, in the same order (eV/Å):
-0.09 0.35 0.32
-0.87 -1.09 -0.77
1.02 1.87 0.64
0.02 -0.85 -0.15
0.60 0.37 -0.26
-0.10 0.03 0.35
0.51 -0.09 0.55
-0.14 -0.08 0.01
0.03 -0.08 -0.40
0.07 0.14 0.12
-1.06 -0.41 -0.16
-0.06 -1.09 -0.87
0.87 1.60 0.01
-1.23 -0.47 0.07
1.06 0.19 -0.31
0.07 0.17 0.80
0.02 -0.19 -0.07
-0.53 0.12 0.16
0.14 -0.49 0.04
-0.11 0.10 -0.23
-0.22 -0.10 0.16

---

Repeat the first record exactly.
2 unconnected molecules or ions with the total composition C2H5ISi. Source: the Open Molecules 2025 dataset; level of theory: wB97M-V/def2-TZVPD.

Total charge: 0
Multiplicity: 1
E (eV): -18131.4971
HOMO (eV): -8.817
ΔE to the lowest compared entry with this formula, charge and spin (kcal/mol): 32.5
LUMO energy (eV): -1.28

Last column: Mulliken charge in e.
Positions of all 9 atoms, in Å:
C -1.315 -0.144 0.251  -0.456
C -1.814 -1.062 -0.549  -0.454
Si 2.409 1.568 -0.169  0.125
I 4.049 -0.297 0.081  -0.078
H -1.241 0.894 -0.035  0.244
H -0.981 -0.400 1.245  0.220
H -1.895 -2.090 -0.235  0.220
H -2.156 -0.840 -1.547  0.227
H 2.944 2.370 0.958  -0.048

Forces on the atoms, in the same order (eV/Å):
0.04 0.18 0.22
-0.06 -0.21 -0.17
-0.10 -0.54 -0.51
-0.22 0.32 0.03
0.03 0.13 -0.10
0.06 -0.01 0.15
0.00 -0.19 0.05
-0.06 0.11 -0.14
0.31 0.21 0.48